(1)
Below is a 2-piece molecular cluster, C5H9ClN overall, with properties calculated with the ωB97M-V functional and the def2-TZVPD basis.

Output
HOMO energy = -0.5052 Eh
orbital gap = 10.27 eV

Structure (ORCA input):
```
! RIJCOSX wB97M-V def2-TZVPD def2/J DEFGRID3
* xyz 1 1
Cl 2.6644 1.1044 -0.3317
N -0.4531 0.8255 0.3010
C 2.5637 -0.4936 -0.0236
C -1.5761 1.6895 -0.0508
C 2.4470 -1.7000 -0.0793
C -0.5975 -1.5210 0.0920
C -0.3522 -0.3961 -0.5051
H -0.5227 0.4382 1.3105
H 0.4838 1.3052 0.2912
H 2.3762 -2.5970 0.4799
H -0.6846 -2.3337 -0.5697
H -2.4020 1.3155 0.4447
H -1.2447 2.7817 0.1917
H -1.0825 -1.4469 1.0468
H -1.6286 1.4047 -1.1645
H 0.0088 -0.3766 -1.4333
*
```

(2)
Below is an isolated molecule of C4H5NO, with properties calculated with the ωB97M-V functional and the def2-TZVPD basis.

Output
HOMO energy = -0.3769 Eh
orbital gap = 10.81 eV

Structure (ORCA input):
```
! RIJCOSX wB97M-V def2-TZVPD def2/J DEFGRID3
* xyz 0 1
O 0.5816 0.6121 -1.4002
N -2.1300 -0.6590 -1.5239
C -0.7283 -0.9134 0.6477
C 1.0289 0.7227 -0.0754
C -1.4635 -0.8049 -0.5842
C 0.3684 -0.2016 0.9103
H 0.9670 1.7511 0.3202
H -0.3495 0.8436 -1.4859
H 0.8134 -0.2728 1.9052
H -1.1864 -1.5579 1.3882
H 2.0983 0.4801 -0.1020
*
```

(3)
Below is C3H4O3Pr as an isolated structure, with properties calculated with the ωB97M-V functional and the def2-TZVPD basis.

Output
HOMO energy (spin up / spin down) = -0.6024 / -0.6396 Eh
orbital gap (spin up / spin down) = 7.54 / 8.61 eV

Structure (ORCA input):
```
! RIJCOSX wB97M-V def2-TZVPD def2/J DEFGRID3
* xyz 2 4
Pr 0.3761 2.7359 0.0031
O -0.4702 0.1550 0.0072
O 1.9660 0.9475 0.0914
O -2.4222 0.8870 0.0436
C 0.4921 -0.9259 -0.0088
C 1.7955 -0.2299 -0.1632
C -1.7551 -0.2230 0.0210
H 2.5963 -0.9920 0.0399
H 0.4604 -1.5025 0.9271
H -3.3662 0.7161 -0.0746
H 0.3273 -1.5682 -0.8866
*
```

(4)
Below is C37H41N2O4S3W as an isolated structure, with properties calculated with the ωB97M-V functional and the def2-TZVPD basis.

Output
HOMO energy (spin up / spin down) = -0.3326 / -0.3330 Eh
orbital gap (spin up / spin down) = 6.07 / 5.58 eV

Structure (ORCA input):
```
! RIJCOSX wB97M-V def2-TZVPD def2/J DEFGRID3
* xyz 1 3
W -0.9831 0.2088 1.1031
S 1.2208 0.1653 2.3283
S -0.8862 -2.2244 1.9210
S -1.5497 -0.3808 4.6949
O 4.5482 -4.0962 -1.3698
O 3.2770 -5.4355 -2.5905
O -1.4585 1.7356 2.5644
O -0.8341 1.8696 -0.0193
N -0.8884 -0.8656 -0.6587
N -2.9600 -0.0350 0.5834
C -1.4964 3.7899 -1.1626
C -4.5038 -0.5942 -1.2063
C -2.6785 4.8305 1.1215
C 0.2293 -0.2248 5.0408
C -0.0491 -3.0447 -1.2723
C 0.2004 -1.6866 -1.0750
C 2.1620 2.4520 -2.3349
C 1.0551 0.6256 4.0796
C 2.8100 -0.4777 -4.4642
C -2.0320 -0.9326 -1.3522
C 3.0328 0.3206 -3.3474
C 1.8952 0.9579 -2.5532
C 2.2864 -3.4382 -1.6318
C 0.5414 0.8186 -3.2506
C 5.1612 -0.9578 -4.6642
C -5.5647 -0.3075 -0.4063
C 2.5282 -2.0839 -1.4495
C -2.1291 5.0070 -1.1941
C 4.3510 0.4776 -2.9135
C -1.8099 -2.1655 4.6208
C -2.3777 3.5474 3.7252
C -1.9358 2.8876 2.4515
C -4.0471 0.2210 1.3779
C 3.8622 -1.1115 -5.1170
C 1.7759 -1.5594 2.3394
C 3.4742 -4.3295 -1.8429
C 0.9844 -3.9181 -1.5645
C -1.4485 3.0326 0.0223
C 0.7181 -2.5950 2.6988
C -3.1881 -0.4985 -0.6923
C -5.3232 0.0906 0.9337
C -2.0707 -2.6877 3.2143
C 1.8159 0.2915 -1.1498
C 1.5019 -1.1779 -1.2004
C 5.4021 -0.1529 -3.5582
C -2.7350 5.5402 -0.0460
C -2.0437 3.5686 1.1893
H 0.2664 -0.2234 -3.4240
H 3.0680 2.6256 -1.7536
H 2.6384 -1.6442 3.0011
H -4.6374 -0.9176 -2.2301
H -3.1342 5.2420 2.0114
H -2.1486 -3.7758 3.2270
H -3.8155 0.5553 2.3817
H 5.9794 -1.4555 -5.1671
H 3.6585 -1.7275 -5.9836
H 0.3188 0.2541 6.0173
H -2.0565 -1.3403 -2.3552
H 0.5458 1.3283 -4.2159
H -1.0333 3.3734 -2.0467
H -1.8757 4.5040 3.8695
H -6.5768 -0.3859 -0.7773
H 2.0715 0.6947 4.4701
H 4.5666 1.0924 -2.0476
H 0.6550 -1.2194 5.1564
H 1.0583 0.8282 -0.5839
H 2.7739 0.4344 -0.6423
H -0.9739 -2.6720 5.1012
H -3.2327 6.4983 -0.0855
H -3.0157 -2.2962 2.8320
H -2.1662 2.8855 4.5610
H 2.4106 -5.4102 -3.0138
H -1.0582 -3.4151 -1.1460
H -0.2347 1.2637 -2.6250
H 2.1276 -1.7121 1.3183
H -2.6860 -2.3928 5.2294
H 0.7698 -4.9749 -1.6739
H -3.4509 3.7440 3.6945
H 1.3303 2.9053 -1.7918
H 1.8073 -0.6213 -4.8423
H 2.2748 2.9620 -3.2929
H -6.1437 0.3172 1.5996
H -2.1620 5.5634 -2.1222
H 0.6583 1.6407 4.0297
H 1.0392 -3.5735 2.3424
H 6.4132 -0.0191 -3.1960
H 0.5799 -2.6617 3.7726
H 3.5498 -1.7310 -1.5207
*
```

What relative energy (zero: lowest compared OMol25 entry of this formula, charge and spin) values result from the calculations? In sequence: 88.81, 28.88, 13.33, 0.00 kcal/mol.
What max |F| values result from the calculations? In sequence: 4.14, 1.33, 4.64, 0.69 eV/A.